[1]
ORCA calculation (ωB97M-V/def2-TZVPD) on a cluster of 2 separate species, C10H16O in total at a distorted geometry.

Element x y z (Å)
C  1.4801  3.6604  0.3935
C  1.6430  2.1806  0.5900
C  0.3321  1.4150  0.7876
C  -0.7052  2.0072  1.5156
C  -1.9352  1.3874  1.6658
C  -2.0910  0.1891  1.0062
C  -1.0559  -0.5295  0.4077
C  0.1982  0.1098  0.3401
H  2.1688  4.0762  -0.3347
H  1.6754  4.2765  1.2704
H  0.4499  3.9327  0.1421
H  2.0076  1.7899  -0.3706
H  2.1668  1.8259  1.4936
H  -0.5676  3.0050  1.9321
H  -2.7881  1.9005  2.0673
H  -3.0272  -0.3655  1.0892
H  -1.2722  -1.4717  -0.0731
H  1.0998  -0.4455  0.1418
C  -0.3604  -4.1271  -1.7414
C  0.8159  -3.2724  -2.1215
O  0.9294  -1.9316  -1.6348
H  -0.2069  -5.0039  -1.0944
H  -0.7906  -4.5414  -2.6568
H  -1.1718  -3.6353  -1.2221
H  1.7597  -3.7201  -1.7860
H  0.8728  -3.1827  -3.2146
H  0.0753  -1.5207  -1.5516

Properties
SMILES: CCc1ccccc1.CCO
energy above the lowest of the compared OMol25 structures with the same formula, charge and spin: 1.959 eV
E_LUMO: 0.951 eV
Kohn-Sham gap: 0.36209 Eh



[2]
ORCA calculation (ωB97M-V/def2-TZVPD) on the ion C8H13N5O2 with charge +2 at a distorted geometry.

Element x y z (Å)
C  -4.6754  -0.1944  0.5295
O  -3.5012  0.6181  0.5183
C  -2.4088  0.1391  -0.0072
C  -1.2479  0.9496  0.0131
C  -0.0677  0.4302  -0.5120
C  1.1451  1.2298  -0.5537
N  1.0778  2.5207  -0.7505
N  2.3839  0.6299  -0.5693
C  2.7397  -0.4627  0.1810
N  3.7014  -1.2682  -0.2251
N  2.1503  -0.6201  1.3582
O  1.2100  0.3070  1.7560
C  -0.0792  -0.8630  -1.0778
C  -1.2825  -1.5509  -1.0781
N  -2.3839  -1.0815  -0.5389
H  -4.8093  -0.7007  -0.4253
H  -5.5042  0.4816  0.7258
H  -4.6022  -0.9401  1.3225
H  -1.2998  1.9062  0.5050
H  0.1748  2.9756  -0.8326
H  1.8931  3.1186  -0.8321
H  3.1204  1.0826  -1.1054
H  4.1438  -1.1611  -1.1273
H  4.0562  -2.0180  0.3536
H  2.2153  -1.4735  1.9071
H  1.3233  0.5003  2.7067
H  0.7880  -1.2817  -1.5586
H  -1.3606  -2.5341  -1.5203

Properties
SMILES: COc1cc(C(=[NH2+])NC(=[NH2+])NO)ccn1
total charge: +2
energy above the lowest of the compared OMol25 structures with the same formula, charge and spin: 0.240 eV
E_LUMO: -8.431 eV
Kohn-Sham gap: 0.25411 Eh



[3]
ORCA calculation (ωB97M-V/def2-TZVPD) on a structure of composition C36H32Cl2N4O2PY at a distorted geometry.

Element x y z (Å)
Y  0.2670  -1.0818  0.0031
C  2.2379  -2.4412  -2.7854
C  2.7441  -2.9729  -1.4407
C  3.7099  -4.1380  -1.6612
C  3.4018  -1.8770  -0.5771
C  4.6832  -1.2635  -1.1763
O  4.4306  0.1326  -1.1640
C  3.2257  0.3596  -0.6718
N  2.5300  -0.6949  -0.3615
C  2.9467  1.7863  -0.4496
C  4.0755  2.6183  -0.5186
C  4.0172  3.9593  -0.1925
C  2.8142  4.5148  0.2134
C  1.6771  3.7273  0.2402
C  1.7203  2.3731  -0.0890
P  0.1045  1.5275  -0.1321
C  -0.6539  2.1562  -1.6659
C  -0.9189  3.5015  -1.9115
C  -1.4703  3.8821  -3.1226
C  -1.7629  2.9351  -4.0915
C  -1.4908  1.5946  -3.8587
C  -0.9329  1.2090  -2.6526
C  -0.7447  2.2230  1.3137
C  -1.9861  2.8455  1.2433
C  -2.5676  3.3342  2.4020
C  -1.9312  3.1823  3.6233
C  -0.7071  2.5312  3.6975
C  -0.1137  2.0441  2.5485
H  1.7082  -3.2319  -3.3129
H  3.0654  -2.1278  -3.4196
H  1.5567  -1.5877  -2.6549
H  1.8898  -3.3583  -0.8603
H  4.6042  -3.8241  -2.1905
H  3.2168  -4.8975  -2.2618
H  4.0230  -4.5849  -0.7212
H  3.6209  -2.3055  0.4126
H  4.8819  -1.5762  -2.2047
H  5.5711  -1.4449  -0.5672
H  5.0185  2.1968  -0.8277
H  4.9086  4.5667  -0.2467
H  2.7661  5.5544  0.5004
H  0.7345  4.1692  0.5378
H  -0.6977  4.2523  -1.1696
H  -1.6657  4.9253  -3.3144
H  -2.1966  3.2388  -5.0314
H  -1.7067  0.8587  -4.6194
H  -0.6986  0.1521  -2.4594
H  -2.4860  2.9627  0.2917
H  -3.5119  3.8530  2.3477
H  -2.3867  3.5772  4.5187
H  -0.2118  2.4198  4.6504
H  0.8426  1.5309  2.5942
Cl  -0.3138  -1.0106  4.8116
C  -1.6119  -0.9005  3.6946
C  -2.9174  -0.7318  4.1608
C  -3.9675  -0.6273  3.2788
Cl  -5.5655  -0.4079  3.8677
C  -3.7327  -0.6859  1.8819
C  -4.7539  -0.5667  0.9232
C  -4.4372  -0.6130  -0.4115
C  -3.1026  -0.7878  -0.7834
N  -2.1078  -0.9096  0.0791
C  -2.3996  -0.8615  1.4136
C  -1.3065  -0.9793  2.3332
O  -0.0693  -1.1518  1.9171
H  -3.0898  -0.6873  5.2247
H  -5.7700  -0.4402  1.2638
H  -5.1931  -0.5178  -1.1736
H  -2.8425  -0.8305  -1.8347
N  -0.3365  -3.9900  1.1580
C  -1.0818  -5.0973  1.0770
C  -1.5997  -5.1456  -0.2014
C  -1.0995  -4.0150  -0.8387
N  -0.3271  -3.3087  -0.0060
H  0.1692  -3.6574  1.9741
H  -1.1866  -5.7748  1.9006
H  -2.2514  -5.8866  -0.6089
H  -1.2539  -3.7062  -1.8584

Properties
total charge: +2
energy above the lowest of the compared OMol25 structures with the same formula, charge and spin: 0.757 eV
E_LUMO: -5.594 eV
Kohn-Sham gap: 0.27585 Eh



[4]
ORCA calculation (ωB97M-V/def2-TZVPD) on the molecule C30H25N3O4 at a distorted geometry.

Element x y z (Å)
C  0.3859  3.6561  2.6637
O  -0.1027  2.3882  2.2831
C  0.1585  1.8898  1.0399
C  -0.7120  0.8914  0.6211
C  -0.5682  0.2540  -0.6006
C  -1.4982  -0.8846  -0.9660
C  -1.3689  -1.9875  0.0630
C  -0.1295  -2.6163  0.2030
N  0.8926  -3.1280  0.3390
C  -2.3864  -2.3171  0.8952
N  -2.3268  -3.3208  1.8205
O  -3.6084  -1.7382  0.8641
C  -3.8703  -0.8139  -0.1231
C  -2.9222  -0.3915  -1.0213
C  -3.2796  0.5553  -1.9987
C  -4.5454  1.0582  -2.0688
C  -5.5359  0.6388  -1.1559
C  -6.8545  1.1357  -1.1971
C  -7.7939  0.7076  -0.3009
C  -7.4575  -0.2385  0.6784
C  -6.1877  -0.7407  0.7474
C  -5.1998  -0.3162  -0.1631
C  0.4445  0.6658  -1.4486
C  1.3266  1.6544  -1.0515
C  1.2268  2.2508  0.1986
O  2.1619  3.1398  0.6924
C  3.2728  3.4753  -0.1030
C  4.2156  2.3107  -0.4553
O  5.0232  2.4268  -1.3507
N  4.0403  1.2221  0.3253
C  4.5366  -0.0756  0.1095
C  5.7206  -0.3165  -0.5736
C  6.1407  -1.6201  -0.7695
C  5.4010  -2.6967  -0.2990
C  5.8657  -4.1065  -0.5049
C  4.2171  -2.4401  0.3843
C  3.7885  -1.1455  0.5913
H  -0.1797  3.9249  3.5559
H  1.4509  3.6278  2.9039
H  0.2123  4.4028  1.8856
H  -1.5063  0.6164  1.2986
H  -1.2050  -1.2647  -1.9541
H  -1.4140  -3.6541  2.0800
H  -3.0401  -3.3220  2.5298
H  -2.5188  0.8798  -2.6929
H  -4.8064  1.7849  -2.8236
H  -7.1079  1.8635  -1.9543
H  -8.8016  1.0939  -0.3410
H  -8.2108  -0.5684  1.3785
H  -5.9226  -1.4698  1.4974
H  0.5730  0.2021  -2.4146
H  2.1246  1.9329  -1.7211
H  2.9737  3.9639  -1.0387
H  3.8350  4.2017  0.4924
H  3.2958  1.2706  1.0093
H  6.2946  0.5095  -0.9591
H  7.0624  -1.7993  -1.3044
H  6.3516  -4.4760  0.3988
H  6.5796  -4.1665  -1.3227
H  5.0224  -4.7587  -0.7210
H  3.6100  -3.2574  0.7413
H  2.8561  -0.9642  1.1078

Properties
SMILES: COc1cc([C@H]2C(C#N)=C(N)Oc3c2ccc2ccccc32)ccc1OCC(=O)Nc1ccc(C)cc1
energy above the lowest of the compared OMol25 structures with the same formula, charge and spin: 0.212 eV
E_LUMO: 0.304 eV
Kohn-Sham gap: 0.30842 Eh



[5]
ORCA calculation (ωB97M-V/def2-TZVPD) on the molecule C4H4O at a distorted geometry.

Element x y z (Å)
O  -0.7208  -1.6511  -1.0247
C  -0.3450  -0.5236  -0.4699
C  -0.1451  0.9257  -0.3831
C  1.0509  0.1299  -0.2770
C  0.0220  0.1082  0.8300
H  0.1398  -2.1650  -1.2832
H  -0.5159  1.7487  -0.9525
H  2.0098  -0.3424  -0.3470
H  -0.1578  0.4405  1.8010

Properties
SMILES: O[C@]12[C@@H]3[C@H]1[C@@H]32
energy above the lowest of the compared OMol25 structures with the same formula, charge and spin: 5.518 eV
E_LUMO: 0.717 eV
Kohn-Sham gap: 0.33407 Eh



[6]
ORCA calculation (ωB97M-V/def2-TZVPD) on the ion C4H11NO with charge +1 at a distorted geometry.

Element x y z (Å)
C  0.9694  -0.8004  -0.7524
C  0.6124  -0.1280  0.5035
C  -0.6773  0.6730  0.3441
C  -0.7755  1.2519  -1.1028
O  -1.7183  -0.3378  0.7053
N  0.2566  -1.0187  1.6227
H  0.0162  -0.9141  -1.1145
H  1.4528  0.0283  -1.4240
H  1.5821  -1.6611  -0.5215
H  1.5126  0.6038  0.5587
H  -0.6778  1.4633  1.0614
H  -1.3863  2.1287  -1.2761
H  0.2570  1.5520  -1.5022
H  -1.0226  0.5325  -1.8859
H  -1.2729  -0.2752  1.6784
H  -0.2671  -1.7197  1.1028
H  1.1388  -1.3783  2.0024

Properties
2S+1: 2
total charge: +1
energy above the lowest of the compared OMol25 structures with the same formula, charge and spin: 4.444 eV
E_LUMO (alpha / beta): -3.232 / -9.591 eV
Kohn-Sham gap (alpha / beta): 0.48431 / 0.22876 Eh